Below is the molecule C4H5NO, with properties calculated with wB97M-V/def2-TZVPD.

XYZ file:
```
11
Properties=species:S:1:pos:R:3:lowdin_charge:R:1
C 0.433 0.226 0.748 -0.14
H -1.475 1.244 0.246 0.12
H -1.409 -1.063 -1.826 0.12
C -1.399 -0.678 -0.814 -0.11
H 2.561 0.321 0.113 0.12
H 0.616 1.052 1.449 0.12
H 0.551 -0.700 1.335 0.13
C -0.962 0.285 0.169 -0.29
O 1.355 0.100 -1.483 0.04
C 1.532 0.223 -0.294 -0.25
N -1.850 -0.943 0.326 0.15
```

Properties
**E_LUMO**: 1.01 eV
**Highest occupied orbital energy**: -0.3663 Eh
**Energy above the lowest of the compared OMol25 structures with the same formula, charge and spin**: 236.1 kJ/mol
**Electronic energy**: -285.32466 Eh
**M**: 83.09 g/mol

Below is C43H34N8Ti as an isolated structure, with properties calculated with wB97M-V/def2-TZVPD.

XYZ file:
```
86
Properties=species:S:1:pos:R:3:mulliken_spin:R:1
C -3.442 -2.482 -1.587 0.00
H -6.366 1.116 0.167 0.00
N 0.414 2.976 1.095 0.15
H -3.388 -4.453 -2.389 0.00
C -3.323 -0.178 -0.610 0.00
N -0.010 1.889 1.568 -0.02
C -1.750 -2.715 1.203 0.02
H 0.601 3.210 -4.104 0.00
C -2.353 -5.080 1.292 0.00
H 3.278 -0.810 -1.422 0.00
C 3.802 0.359 2.401 0.00
H -1.913 -0.057 5.199 0.00
H -4.616 -3.123 2.899 0.00
C -3.105 1.602 0.950 0.00
C -0.636 1.595 5.701 0.00
C 0.970 4.157 -0.891 0.00
H 4.750 0.637 0.496 0.00
C -3.726 -3.368 2.336 0.00
H -1.601 -5.184 -3.990 0.00
H 0.287 -0.611 -3.879 0.00
H 0.075 -4.836 -0.331 0.00
C 0.596 3.138 -3.023 -0.01
H -2.516 2.268 1.570 0.01
C 0.044 -2.761 -0.004 0.00
C -2.474 0.615 0.180 -0.04
C -5.293 0.976 0.179 0.01
C -2.878 -2.353 1.936 0.01
H -0.811 1.512 6.766 0.00
C -4.483 1.783 0.962 -0.01
C -2.767 -1.228 -1.495 0.02
C 0.151 1.975 -2.414 0.07
C 2.483 -0.219 -0.955 0.02
C 2.501 -0.091 2.637 0.01
C -1.251 0.713 4.826 0.00
C 2.074 -0.325 3.942 0.00
C -2.919 -3.477 -2.344 0.00
H -5.335 -0.612 -1.249 0.00
H 5.699 1.006 3.226 0.00
C -1.024 0.829 3.463 -0.01
C -1.154 -4.199 -3.937 0.00
H 2.650 -0.213 5.989 0.00
Ti -0.340 0.261 0.298 0.77
H -4.335 -2.641 -0.998 0.00
C -1.508 -4.054 0.891 0.00
H 4.902 0.656 5.543 0.00
N -0.354 -4.045 0.118 0.00
C 1.244 -2.323 -0.780 0.01
C -1.745 -3.227 -3.099 0.00
H 1.300 -2.327 -5.308 0.00
C 2.955 -0.047 4.965 0.00
H 1.250 4.991 -0.261 0.00
C -3.467 -4.710 2.020 0.00
H 1.082 3.485 3.461 0.00
H 1.370 5.132 -2.755 0.00
N 1.177 -0.873 -1.050 0.02
C -0.190 1.828 2.983 0.02
N 3.930 0.384 1.020 0.00
H -2.156 -6.114 1.044 0.00
H -0.222 1.168 -3.034 0.01
H 2.133 -2.538 -0.185 0.00
H -4.922 2.562 1.575 0.00
C 0.517 2.974 -0.294 -0.01
C 4.697 0.651 3.424 0.00
C 0.113 1.833 -1.020 -0.05
H 0.684 3.275 5.900 0.00
H -3.104 -1.316 2.147 0.00
H 0.807 -0.734 -1.986 0.00
C 0.430 2.717 3.853 0.00
H -4.158 -5.472 2.355 0.00
C 0.203 2.592 5.213 0.00
C 2.755 -0.029 0.500 0.02
H 2.429 0.744 -1.464 0.00
C 4.244 0.447 4.711 0.00
C 1.025 4.232 -2.265 0.02
N 1.853 -0.306 1.414 -0.01
C -0.082 -1.632 -3.850 0.00
H -1.531 0.160 2.773 0.01
C 0.469 -2.585 -4.663 0.00
N -0.746 -1.932 0.629 -0.04
H 1.086 -0.713 4.140 0.00
C -0.055 -3.893 -4.693 0.00
H 1.315 -2.891 -1.711 0.00
H 0.387 -4.637 -5.342 0.00
C -4.708 -0.001 -0.609 -0.01
N -1.654 -0.980 -2.152 0.01
C -1.178 -1.938 -3.006 0.01
```

Properties
**E_LUMO (spin up / spin down)**: -2.97 / -3.12 eV
**Highest occupied orbital energy (spin up / spin down)**: -0.3522 / -0.3902 Eh
**Energy above the lowest of the compared OMol25 structures with the same formula, charge and spin**: 55.8 kJ/mol
**Electronic energy**: -2946.42944 Eh
**Net charge**: +1
**M**: 710.67 g/mol
**2S+1**: 2

Q: The lowest energy above the lowest of the compared OMol25 structures with the same formula, charge and spin belongs to which entry?
A: C43H34N8Ti

Copy entry 1 word for word.
Below is the molecule C4H5NO, with properties calculated with wB97M-V/def2-TZVPD.

XYZ file:
```
11
Properties=species:S:1:pos:R:3:lowdin_charge:R:1
C 0.433 0.226 0.748 -0.14
H -1.475 1.244 0.246 0.12
H -1.409 -1.063 -1.826 0.12
C -1.399 -0.678 -0.814 -0.11
H 2.561 0.321 0.113 0.12
H 0.616 1.052 1.449 0.12
H 0.551 -0.700 1.335 0.13
C -0.962 0.285 0.169 -0.29
O 1.355 0.100 -1.483 0.04
C 1.532 0.223 -0.294 -0.25
N -1.850 -0.943 0.326 0.15
```

Properties
**E_LUMO**: 1.01 eV
**Highest occupied orbital energy**: -0.3663 Eh
**Energy above the lowest of the compared OMol25 structures with the same formula, charge and spin**: 236.1 kJ/mol
**Electronic energy**: -285.32466 Eh
**M**: 83.09 g/mol

Q: The lowest energy above the lowest of the compared OMol25 structures with the same formula, charge and spin belongs to which entry?
A: C43H34N8Ti

Q: What is the energy above the lowest of the compared OMol25 structures with the same formula, charge and spin in the first record?
A: 236.1 kJ/mol